Entry 1:
{"formula": "C13H19N2O7P2PdSeSi", "method": "ωB97M-V with the def2-TZVPD basis set", "symbols": ["Pd", "O", "P", "O", "O", "O", "P", "O", "O", "O", "H", "H", "C", "N", "C", "Se", "N", "C", "C", "C", "C", "C", "C", "H", "H", "H", "H", "H", "H", "H", "H", "C", "Si", "C", "C", "C", "C", "H", "H", "H", "H", "H", "H", "H", "H", "H"], "xyz": [[0.3703, 0.4741, 1.2763], [-2.0905, 2.0032, -1.2433], [-0.7704, 1.2805, -1.7289], [-0.7708, 0.8272, -3.1181], [-0.4852, 0.2022, -0.6596], [0.3885, 2.4262, -1.4989], [1.1139, 2.6073, -0.0945], [1.8522, 3.9719, -0.2045], [2.0353, 1.4067, 0.1429], [0.0965, 2.5947, 1.0366], [-2.5606, 2.4580, -1.9531], [2.1905, 4.2224, -1.0734], [0.3489, -2.3342, -3.0120], [-0.3241, -2.6929, -1.7652], [0.0683, -2.3957, -0.5265], [1.6446, -1.4769, -0.0804], [-0.8757, -2.7410, 0.3500], [-1.9459, -3.2799, -0.3396], [-3.1723, -3.7802, 0.0891], [-4.0264, -4.2195, -0.8969], [-3.6796, -4.1684, -2.2614], [-2.4655, -3.6783, -2.6863], [-1.5988, -3.2375, -1.6888], [1.3965, -2.1285, -2.8054], [-0.1186, -1.4395, -3.4264], [0.2821, -3.1753, -3.6973], [-0.8308, -2.4801, 1.3364], [-3.4417, -3.8116, 1.1354], [-4.9957, -4.6100, -0.6199], [-4.3918, -4.5212, -2.9941], [-2.2056, -3.6301, -3.7340], [0.6747, -2.8957, 6.0691], [-0.4892, -3.2438, 4.6633], [-2.2792, -3.1122, 5.1622], [-0.1217, -4.8712, 3.8252], [-0.1951, -1.9231, 3.3627], [0.0172, -1.0071, 2.5767], [0.5414, -3.6380, 6.8590], [0.4886, -1.9107, 6.4988], [1.7154, -2.9341, 5.7445], [-2.5110, -3.8520, 5.9314], [-2.9484, -3.2889, 4.3184], [-2.5024, -2.1248, 5.5683], [-0.2210, -5.6930, 4.5373], [0.8961, -4.8951, 3.4321], [-0.8125, -5.0686, 3.0021]], "forces_ev_per_angstrom": [[0.13, 0.17, 0.05], [0.01, 0.02, 0.02], [0.03, -0.15, 0.01], [0.04, -0.01, -0.06], [-0.15, 0.11, 0.09], [0.00, 0.04, 0.04], [-0.12, -0.04, -0.09], [0.03, -0.01, 0.06], [-0.04, -0.01, 0.11], [0.11, -0.02, -0.14], [-0.01, -0.01, -0.03], [-0.02, 0.02, -0.03], [0.03, 0.02, 0.01], [-0.07, -0.07, -0.03], [0.01, 0.17, 0.09], [-0.07, -0.04, 0.01], [-0.14, -0.16, -0.29], [0.09, 0.08, 0.04], [-0.02, -0.01, -0.01], [0.00, 0.01, 0.04], [0.02, 0.01, -0.03], [-0.02, -0.01, 0.01], [0.05, 0.01, -0.06], [0.00, -0.02, -0.01], [0.00, 0.00, 0.01], [0.00, 0.01, -0.01], [0.07, -0.04, 0.15], [0.00, 0.00, 0.00], [0.00, 0.00, 0.00], [0.00, 0.00, 0.00], [0.00, 0.00, 0.00], [-0.01, 0.00, -0.02], [-0.06, 0.01, 0.02], [0.04, 0.00, 0.00], [-0.01, 0.02, 0.00], [0.09, 0.00, 0.04], [-0.01, -0.08, 0.03], [0.00, 0.00, 0.00], [0.00, 0.00, 0.00], [0.00, 0.00, 0.00], [0.00, 0.00, 0.00], [0.00, 0.00, -0.01], [0.00, 0.00, 0.00], [0.00, 0.00, 0.00], [0.01, 0.00, 0.01], [0.00, 0.00, -0.01]], "charge": 1, "e_tot_ha": -4644.39826, "homo_lumo_gap_ev": [9.5661, 5.9980], "spin_multiplicity": 5, "homo_ha": [-0.4587, -0.4682]}

=====

Entry 2:
{"formula": "C13H19N3O", "method": "ωB97M-V with the def2-TZVPD basis set", "symbols": ["C", "C", "C", "C", "N", "C", "N", "C", "C", "O", "N", "C", "C", "C", "C", "C", "C", "H", "H", "H", "H", "H", "H", "H", "H", "H", "H", "H", "H", "H", "H", "H", "H", "H", "H", "H"], "xyz": [[-2.6916, -2.0743, 0.2180], [-1.3455, -1.8604, 0.9026], [-0.1705, -2.4259, 0.1033], [0.2146, -1.5659, -1.1082], [0.7520, -0.2905, -0.7174], [0.1232, 0.9301, -0.6547], [-1.1653, 1.1020, -1.0809], [-1.8088, 2.3546, -0.7452], [-2.4618, 2.3051, 0.6421], [-3.4510, 1.3019, 0.7213], [0.8966, 1.8997, -0.2450], [2.1178, 1.3182, -0.0074], [3.3048, 1.8760, 0.4450], [4.3922, 1.0375, 0.5979], [4.3132, -0.3226, 0.3089], [3.1381, -0.8979, -0.1419], [2.0466, -0.0642, -0.2939], [-3.4717, -1.5434, 0.7576], [-2.9416, -3.1331, 0.1950], [-2.6843, -1.7129, -0.8089], [-1.3728, -2.3480, 1.8790], [-1.1837, -0.7961, 1.0840], [0.7027, -2.4989, 0.7550], [-0.4163, -3.4309, -0.2457], [-0.6447, -1.4024, -1.7626], [0.9817, -2.0879, -1.6899], [-1.7699, 0.3045, -0.9272], [-2.5685, 2.5580, -1.5083], [-1.0457, 3.1319, -0.7663], [-1.7092, 2.0422, 1.3883], [-2.8785, 3.2886, 0.8938], [-4.1702, 1.5285, 0.1207], [3.3655, 2.9296, 0.6659], [5.3299, 1.4433, 0.9490], [5.1879, -0.9427, 0.4404], [3.0845, -1.9539, -0.3644]], "forces_ev_per_angstrom": [[0.14, 0.09, 0.22], [0.01, -0.20, -0.14], [-0.06, 0.24, 0.00], [-0.10, -0.47, 0.13], [-0.12, 0.32, 0.00], [0.37, 0.08, -0.06], [-0.25, -0.42, -0.07], [-0.21, 0.11, 0.37], [0.40, 0.40, -0.29], [-0.33, -0.37, -0.10], [-0.47, 0.36, 0.04], [0.11, -0.64, -0.08], [-0.17, -0.06, -0.06], [0.19, 0.02, 0.06], [0.15, -0.06, 0.02], [-0.14, -0.18, -0.07], [0.40, 0.51, 0.22], [-0.12, 0.02, -0.04], [-0.04, -0.10, -0.06], [-0.07, 0.04, -0.16], [0.03, 0.10, 0.04], [0.03, 0.05, 0.10], [0.05, -0.08, -0.05], [0.05, -0.08, 0.00], [0.09, 0.00, -0.04], [-0.13, 0.10, -0.05], [0.07, 0.04, -0.03], [0.06, 0.10, 0.08], [-0.13, 0.04, -0.07], [-0.01, 0.09, -0.04], [0.08, -0.05, 0.00], [0.02, 0.00, 0.08], [0.00, 0.13, 0.02], [0.07, 0.03, 0.03], [0.06, -0.04, 0.01], [0.01, -0.10, 0.00]], "charge": 0, "e_tot_ha": -746.30262, "homo_lumo_gap_ev": 8.3997, "e_above_lowest_ev": 0.172, "smiles": "CCCCn1c(NCCO)nc2ccccc21", "homo_ha": -0.2817}

=====

Entry 3:
{"formula": "C13H19N3OS", "method": "ωB97M-V with the def2-TZVPD basis set", "symbols": ["C", "N", "C", "S", "N", "C", "C", "C", "C", "C", "C", "H", "H", "N", "C", "H", "C", "O", "C", "C", "H", "H", "H", "H", "H", "H", "H", "H", "H", "H", "C", "H", "H", "H", "H", "H", "H"], "xyz": [[-1.8056, 4.8851, -3.1402], [-0.7478, 4.3441, -2.4153], [-1.0333, 3.0489, -2.0079], [-2.2646, 2.1654, -2.3690], [0.1876, 2.5397, -1.0079], [0.0745, 1.2007, -0.3120], [-0.3077, 0.0659, -0.8926], [-0.1162, -1.2523, -0.6119], [0.3395, -1.4162, 0.7297], [0.6922, -0.1234, 1.4639], [0.3903, 0.9310, 0.8087], [0.8443, 1.7893, 1.3514], [1.2356, -0.1542, 2.4789], [0.3438, -2.6217, 1.2969], [-0.5887, -3.5640, 1.1872], [-1.2748, -3.4167, 0.4704], [-0.0848, -4.8454, 1.4799], [0.5470, -5.1322, 2.6786], [1.5772, -4.2199, 2.4943], [1.0648, -2.8018, 2.6339], [2.1230, -2.2050, 2.5159], [0.4013, -2.6557, 3.5608], [2.0098, -4.4763, 3.5823], [2.1972, -4.4750, 1.9492], [-0.9561, -5.8146, 1.1421], [0.4612, -5.1217, 0.4567], [-1.2439, -3.2504, 2.1906], [-0.5448, -2.1179, -1.2226], [-0.7008, 0.0909, -1.9952], [0.4728, 3.2320, -0.4118], [0.3765, 4.9330, -2.0639], [0.6318, 5.7799, -2.7083], [1.2881, 4.3991, -2.0643], [0.4552, 5.4149, -0.8862], [-1.3052, 5.7436, -3.5507], [-2.8243, 4.9909, -2.6949], [-1.9150, 4.1097, -4.1170]], "forces_ev_per_angstrom": [[-0.40, -0.88, -4.62], [-3.79, -6.04, 1.32], [5.61, 0.81, 3.74], [-2.25, -1.42, -0.61], [-3.84, -3.58, -3.13], [-4.28, 4.74, -12.83], [-2.27, -1.91, -9.33], [-0.62, -0.92, 2.99], [0.04, 2.88, 0.21], [0.67, -9.45, 2.26], [6.22, 6.29, 12.80], [-0.52, 0.26, 0.21], [-1.30, 0.15, -1.86], [5.65, 2.51, 2.71], [-4.11, 1.39, 6.34], [-1.97, -0.13, -3.10], [-3.09, -8.87, -5.49], [-1.67, -0.12, -2.93], [-7.82, 3.67, 17.31], [2.55, 0.87, -3.04], [-2.97, -0.77, 0.86], [1.08, 0.03, -1.42], [0.49, 1.27, -1.93], [10.29, -3.75, -10.40], [1.83, 3.04, 1.79], [0.53, 0.36, 2.27], [0.10, -1.16, -1.74], [0.90, 1.56, 0.80], [0.66, 0.57, 1.98], [0.64, 2.04, 1.92], [4.32, 5.40, 3.85], [-0.44, 0.16, 0.08], [0.53, -1.46, -0.33], [-0.67, -0.96, -2.72], [-0.98, 1.15, -0.36], [1.13, 0.07, 0.02], [-0.27, 2.20, 2.37]], "charge": 0, "e_tot_ha": -1144.01010, "homo_lumo_gap_ev": 7.8809, "e_above_lowest_ev": 13.086, "homo_ha": -0.2648}